(i)
{
  "formula": "C3H8N2O",
  "method": "wB97M-V/def2-TZVPD",
  "homo_lumo_gap_ev": 9.302,
  "lumo_energy_ev": 0.78,
  "species": ["C", "C", "N", "N", "C", "O", "H", "H", "H", "H", "H", "H", "H", "H"],
  "xyz": [[-1.45088, -0.14960, 0.91840], [-0.19531, 0.27965, 0.65127], [0.16863, 1.65258, 0.52491], [1.88400, -0.22010, -0.44997], [0.67869, -0.64587, -0.01273], [-0.92935, -1.05064, -1.25002], [-1.07957, -1.63511, -2.00829], [-0.03649, 2.00365, -0.40434], [-0.19082, 2.23896, 1.26387], [1.93820, 0.73713, -0.77794], [2.51513, -0.88128, -0.87109], [-2.25195, 0.55252, 1.10194], [-1.67617, -1.19508, 1.03375], [0.62590, -1.68683, 0.28026]]
}

=====

(ii)
{
  "formula": "C3H8N2O",
  "method": "wB97M-V/def2-TZVPD",
  "homo_lumo_gap_ev": 10.355,
  "lumo_energy_ev": 0.83,
  "species": ["C", "N", "C", "N", "O", "C", "H", "H", "H", "H", "H", "H", "H", "H"],
  "xyz": [[-0.62936, 0.66153, 0.60685], [0.21944, -0.43998, 0.95701], [1.34428, -0.86586, 0.26720], [1.97870, 0.08100, -0.53439], [1.72270, -2.01649, 0.34739], [-1.64894, 0.35235, -0.50069], [-0.00857, 1.49355, 0.28660], [-1.17077, 0.98015, 1.48884], [-0.05941, -1.20391, 1.52911], [2.57278, -0.42925, -1.17232], [1.33221, 0.71716, -0.97072], [-1.09046, -0.03230, -1.35578], [-2.28237, 1.17486, -0.78710], [-2.28023, -0.47280, -0.16200]]
}

=====

(iii)
{
  "formula": "C3H8N2O",
  "method": "wB97M-V/def2-TZVPD",
  "homo_lumo_gap_ev": 9.822,
  "lumo_energy_ev": 0.89,
  "species": ["C", "N", "C", "C", "N", "O", "H", "H", "H", "H", "H", "H", "H", "H"],
  "xyz": [[-0.06164, 1.16424, 2.42180], [-0.44866, 0.91837, 0.95761], [0.19537, -0.24044, 0.40908], [0.04210, -0.44120, -1.07687], [0.68285, -1.65156, -1.48186], [-0.65784, 0.30428, -1.68617], [-0.86695, 0.95844, 3.11805], [0.74124, 0.45201, 2.65938], [0.28503, 2.16587, 2.46285], [-0.16268, 1.76124, 0.45985], [1.33194, -0.32744, 0.42203], [-0.23143, -0.98603, 1.01346], [0.64905, -2.55707, -1.06115], [0.82228, -1.66450, -2.43945]]
}

=====

It is (ii) that is the most stable of them.

=====

(i)
{
  "formula": "C30H37F4IrN6O2S2",
  "method": "wB97M-V/def2-TZVPD",
  "total_charge": 2,
  "homo_lumo_gap_ev": [8.014, 6.889],
  "spin_multiplicity": 5,
  "lumo_energy_ev": [-4.42, -6.89],
  "s2": 6.02,
  "species": ["Ir", "C", "C", "N", "C", "C", "C", "C", "N", "C", "C", "F", "C", "F", "C", "C", "F", "C", "F", "H", "H", "H", "H", "H", "H", "H", "H", "H", "H", "H", "H", "H", "H", "H", "O", "S", "C", "C", "C", "C", "S", "O", "C", "C", "C", "C", "C", "C", "C", "C", "C", "C", "C", "C", "H", "H", "H", "H", "H", "H", "H", "H", "H", "H", "H", "H", "H", "H", "H", "H", "H", "H", "N", "C", "N", "N", "C", "N", "H", "H", "H", "H"],
  "xyz": [[0.22476, 0.56095, -0.37431], [-3.24195, 1.70887, -0.88635], [-2.19308, 2.80178, -0.82573], [-0.88562, 2.46144, -1.43510], [-1.03523, 2.26316, -2.89787], [0.22187, 1.78252, -3.60243], [0.06153, 3.55697, -1.15642], [0.62176, 3.45700, 0.25018], [1.22073, 2.13528, 0.41219], [2.32840, 2.01574, 1.24349], [3.42899, 1.24898, 0.85368], [3.42726, 0.65387, -0.34660], [4.54495, 1.14605, 1.66081], [5.58551, 0.43875, 1.22821], [4.59586, 1.77024, 2.89119], [3.50611, 2.51639, 3.29775], [3.51039, 3.11700, 4.48305], [2.39421, 2.64939, 2.49058], [1.34596, 3.35434, 2.92629], [-4.12507, 2.04683, -0.34256], [-2.88234, 0.79717, -0.40864], [-3.56152, 1.47716, -1.90141], [-2.00861, 3.05036, 0.21947], [-2.57133, 3.70981, -1.31222], [-1.38604, 3.20223, -3.34399], [-1.82039, 1.52403, -3.03885], [1.01095, 2.53125, -3.64163], [-0.02551, 1.53381, -4.63450], [0.62185, 0.87816, -3.13621], [-0.42261, 4.52879, -1.30013], [0.89112, 3.48889, -1.85581], [-0.15666, 3.59182, 1.00568], [1.36808, 4.23664, 0.40961], [5.47114, 1.68362, 3.51991], [-0.81836, -0.70386, -1.76893], [-1.95277, -1.71750, -1.47664], [-1.36648, -3.21289, -2.30520], [0.02246, -3.60825, -1.83208], [0.11889, -3.86746, -0.33078], [1.53958, -3.81038, 0.20251], [2.24992, -2.17022, -0.08848], [1.21064, -1.24477, 0.56864], [3.61087, -2.27550, 1.04177], [3.42897, -1.96780, 2.38303], [4.50433, -2.11163, 3.24522], [5.72767, -2.56757, 2.76494], [5.89249, -2.86553, 1.42012], [4.83066, -2.70654, 0.54188], [-3.26998, -1.28052, -2.57099], [-3.00323, -0.83707, -3.86080], [-4.06571, -0.47316, -4.66982], [-5.36984, -0.56603, -4.19155], [-5.62071, -1.01698, -2.90391], [-4.56291, -1.36920, -2.07681], [-1.37357, -2.99554, -3.37371], [-2.12822, -3.96808, -2.09684], [0.71285, -2.81952, -2.14125], [0.31901, -4.50107, -2.38643], [-0.29271, -4.85026, -0.09082], [-0.47085, -3.14184, 0.23539], [2.21247, -4.51339, -0.29512], [1.57411, -3.98842, 1.27704], [2.46665, -1.61652, 2.73495], [4.38748, -1.87723, 4.29483], [6.56015, -2.68546, 3.44552], [6.84957, -3.20769, 1.05162], [4.95254, -2.91129, -0.51516], [-1.98253, -0.76658, -4.21716], [-3.88221, -0.12376, -5.67680], [-6.19519, -0.28463, -4.83147], [-6.63647, -1.08790, -2.54015], [-4.74320, -1.70799, -1.06378], [-2.52210, 1.39903, 5.73332], [-2.50834, 1.04311, 4.45048], [-3.65574, 0.67182, 3.86355], [-1.34100, 1.08712, 3.82348], [-1.23712, 0.79595, 2.56966], [-1.06513, 0.50207, 1.45664], [-3.35558, 1.38083, 6.29348], [-1.65820, 1.69563, 6.15438], [-4.51434, 0.59857, 4.38125], [-3.64430, 0.32666, 2.91966]]
}

=====

(ii)
{
  "formula": "C30H37F4IrN6O2S2",
  "method": "wB97M-V/def2-TZVPD",
  "total_charge": 2,
  "homo_lumo_gap_ev": [8.158, 6.512],
  "spin_multiplicity": 5,
  "lumo_energy_ev": [-4.34, -7.15],
  "s2": 6.04,
  "species": ["Ir", "C", "C", "N", "C", "C", "C", "C", "N", "C", "C", "F", "C", "F", "C", "C", "F", "C", "F", "H", "H", "H", "H", "H", "H", "H", "H", "H", "H", "H", "H", "H", "H", "H", "O", "S", "C", "C", "C", "C", "S", "O", "C", "C", "C", "C", "C", "C", "C", "C", "C", "C", "C", "C", "H", "H", "H", "H", "H", "H", "H", "H", "H", "H", "H", "H", "H", "H", "H", "H", "H", "H", "N", "C", "N", "N", "C", "N", "H", "H", "H", "H"],
  "xyz": [[0.74134, -0.47774, -0.29711], [1.47206, -0.77535, -3.80519], [0.01035, -0.94202, -3.42596], [-0.44531, -0.04812, -2.33087], [-0.34727, 1.36612, -2.77596], [-0.80005, 2.38982, -1.74726], [-1.84903, -0.37139, -1.99746], [-1.95235, -1.58534, -1.08964], [-1.16172, -1.31174, 0.09657], [-1.45728, -1.89866, 1.28796], [-1.13621, -1.23437, 2.49362], [-0.60043, -0.01579, 2.43595], [-1.44237, -1.77820, 3.72118], [-1.17713, -1.07577, 4.81821], [-2.03476, -3.02251, 3.82341], [-2.33855, -3.70598, 2.65680], [-2.88584, -4.91279, 2.72170], [-2.08134, -3.15887, 1.41833], [-2.36246, -3.86540, 0.32634], [1.74128, -1.56209, -4.51254], [2.11947, -0.85291, -2.92998], [1.67154, 0.17166, -4.30578], [-0.16066, -1.96829, -3.10530], [-0.62362, -0.76576, -4.30283], [-0.91939, 1.47683, -3.70554], [0.69633, 1.55153, -3.02003], [-1.88327, 2.46169, -1.66186], [-0.43629, 3.37159, -2.05006], [-0.38118, 2.17573, -0.76263], [-2.43117, -0.53069, -2.91077], [-2.28036, 0.47493, -1.46914], [-1.56933, -2.48824, -1.57408], [-2.99758, -1.76796, -0.83871], [-2.26750, -3.44966, 4.78926], [2.12765, 1.22176, -0.70838], [3.35888, 1.56733, -1.55936], [4.58589, 2.22684, -0.35724], [4.27501, 1.84364, 1.07682], [4.69532, 0.41250, 1.40729], [4.21510, -0.06194, 2.76608], [2.38874, -0.11793, 2.78636], [2.08868, -0.72185, 1.40885], [2.11617, -1.46251, 3.91890], [2.10494, -2.76874, 3.44880], [1.86895, -3.79537, 4.34662], [1.66262, -3.51090, 5.69285], [1.67907, -2.20112, 6.14939], [1.89440, -1.16110, 5.25567], [2.92878, 3.06703, -2.41378], [2.40043, 4.15464, -1.72614], [2.05601, 5.29046, -2.43494], [2.24133, 5.33413, -3.81444], [2.76956, 4.24582, -4.49074], [3.11378, 3.09807, -3.78836], [4.61757, 3.30497, -0.49142], [5.54247, 1.81688, -0.68737], [3.20668, 1.98504, 1.25715], [4.79669, 2.54859, 1.72756], [5.78479, 0.33401, 1.39236], [4.31670, -0.27754, 0.64918], [4.49743, 0.62903, 3.56490], [4.58672, -1.05578, 3.01054], [2.26504, -2.96473, 2.39623], [1.85256, -4.82118, 4.00236], [1.48803, -4.32053, 6.38984], [1.51116, -1.98608, 7.19593], [1.87455, -0.13101, 5.59203], [2.25035, 4.10469, -0.65344], [1.64426, 6.14664, -1.91745], [1.97393, 6.22858, -4.36171], [2.91609, 4.28760, -5.56147], [3.53094, 2.24015, -4.30343], [2.16309, -6.73991, -2.53745], [2.17137, -5.41781, -2.39006], [2.78374, -4.66224, -3.31301], [1.55718, -4.92450, -1.31702], [1.46823, -3.64647, -1.14494], [1.37544, -2.51400, -0.89672], [2.62225, -7.20513, -3.29979], [1.67380, -7.29211, -1.85399], [3.26780, -5.07279, -4.09237], [2.88173, -3.67259, -3.16690]]
}

=====

It is (i) that is the most stable of them.